{"formula": "C4H9N", "method": "ωB97M-V/def2-TZVPD", "lumo_energy_ev": 1.16, "charge": 0, "e_above_lowest_kj_mol": 365.35, "smiles": "CN1C=C1.C", "fmax_ev_per_a": 0.2, "species": ["C", "C", "C", "N", "C", "H", "H", "H", "H", "H", "H", "H", "H", "H"], "coordinates": [[-2.33, 0.04, -0.68], [0.20, 0.49, 1.04], [0.62, -0.67, 1.40], [0.77, -0.36, -0.05], [2.12, 0.03, -0.45], [-3.16, 0.12, 0.01], [-1.86, 1.02, -0.82], [-2.68, -0.33, -1.65], [-0.31, 1.43, 1.13], [-1.58, -0.65, -0.30], [0.74, -1.51, 2.05], [2.69, 0.52, 0.36], [2.67, -0.86, -0.78], [2.05, 0.72, -1.30]]}

{"formula": "C4H9N", "method": "ωB97M-V/def2-TZVPD", "lumo_energy_ev": 0.86, "charge": 0, "e_above_lowest_kj_mol": 346.15, "fmax_ev_per_a": 0.4, "species": ["C", "C", "C", "N", "C", "H", "H", "H", "H", "H", "H", "H", "H", "H"], "coordinates": [[-1.15, 0.29, -0.97], [-0.65, 0.24, 1.45], [-0.14, -1.08, 0.99], [-0.09, 0.04, 0.02], [1.27, 0.42, -0.39], [-1.58, 1.26, -0.72], [-0.76, 0.29, -1.99], [-1.93, -0.46, -0.87], [0.15, 0.77, 1.99], [-0.83, -1.89, 0.73], [0.86, -1.45, 1.23], [1.84, 0.69, 0.49], [1.77, -0.41, -0.91], [1.23, 1.28, -1.06]]}